Formula: C26H32AsMnO2
Source: the Open Molecules 2025 dataset
Level of theory: wB97M-V/def2-TZVPD

For the molar mass, the calculation gives 506.4 g/mol. As for the HOMO energy (spin up / spin down): -0.5181 / -0.5198 Ha. Its gap between HOMO and LUMO (spin up / spin down) is 5.6135 / 7.2118 eV. Its total charge is +2. As for the spin multiplicity: 5. Its LUMO energy (spin up / spin down) is -8.5 / -6.9 eV. The calculation puts the energy relative to the best compared isomer or geometry (same formula, charge and spin) at 0.00 kJ/mol.

CARTESIAN COORDINATES (ANGSTROEM)
Mn  -0.7826  0.8696  0.9926
C  -3.6115  1.0557  3.3177
C  -2.5092  1.8208  2.6559
C  -1.2212  1.8374  3.2331
C  -0.1635  2.5330  2.6477
C  1.1795  2.6065  3.3120
C  -0.3938  3.1477  1.3933
C  -1.6791  3.1903  0.8128
C  -1.9115  3.8828  -0.4964
C  -2.7230  2.5300  1.4691
H  -3.3331  0.0064  3.4329
H  -4.5384  1.1162  2.7529
H  -3.7895  1.4509  4.3191
H  -1.0540  1.2989  4.1589
H  1.4551  1.6553  3.7665
H  1.1422  3.3500  4.1105
H  1.9589  2.9149  2.6164
H  0.4180  3.6821  0.9143
H  -1.9181  3.1579  -1.3141
H  -1.1431  4.6264  -0.6979
H  -2.8823  4.3760  -0.4981
H  -3.7091  2.5286  1.0225
C  -3.5569  -0.8531  -1.8776
C  -2.5208  -0.7902  -0.8033
O  -2.1448  0.3494  -0.4386
C  -1.9747  -2.0022  -0.2205
C  -2.3246  -3.2514  -0.7739
C  -1.8030  -4.4248  -0.2853
C  -0.9157  -4.3821  0.7886
C  -0.5502  -3.1795  1.3627
C  -1.0748  -1.9837  0.8728
O  -0.7100  -0.8616  1.5150
H  -3.8725  0.1540  -2.1326
H  -4.4156  -1.4414  -1.5524
H  -3.1529  -1.3395  -2.7675
H  -3.0116  -3.2890  -1.6070
H  -2.0804  -5.3719  -0.7250
H  -0.5077  -5.3028  1.1853
H  0.1216  -3.1445  2.2094
C  2.2321  2.0446  -0.9770
As  1.3554  0.4846  -0.2534
C  2.6492  -0.3351  0.9145
C  1.0537  -0.7339  -1.7523
C  2.3625  -1.1561  -2.3508
C  3.0073  -2.2976  -1.8784
C  4.2257  -2.6837  -2.4150
C  4.8097  -1.9304  -3.4250
C  4.1692  -0.7963  -3.9043
C  2.9500  -0.4085  -3.3687
H  3.0983  1.6976  -1.5408
H  2.5664  2.6869  -0.1645
H  1.5628  2.5942  -1.6359
H  3.5090  -0.6202  0.3085
H  2.2161  -1.2123  1.3898
H  2.9504  0.3845  1.6738
H  0.4222  -0.1943  -2.4601
H  0.4890  -1.5794  -1.3589
H  2.5459  -2.8988  -1.1018
H  4.7151  -3.5778  -2.0532
H  5.7576  -2.2348  -3.8471
H  4.6135  -0.2199  -4.7044
H  2.4429  0.4637  -3.7668

Atoms 1-6, force components in eV/Å:
0.034 -0.002 -0.021
-0.006 -0.016 0.014
0.019 0.032 -0.011
0.071 0.051 0.020
-0.055 0.035 -0.014
0.004 0.006 -0.008